No. 1
{"formula": "C32H55ClN3O2PV", "method": "wB97M-V/def2-TZVPD", "multiplicity": 3, "e_lumo_ev": [2.42, 2.41], "mol_weight_g_mol": 631.18, "total_energy_ha": -3312.61906, "s_squared": 2.315, "total_charge": -1, "symbols": ["V", "Cl", "N", "N", "C", "C", "C", "C", "C", "C", "H", "H", "H", "H", "H", "H", "C", "C", "C", "C", "H", "H", "H", "H", "H", "H", "O", "H", "H", "O", "H", "H", "C", "C", "C", "H", "H", "C", "C", "H", "C", "C", "C", "C", "H", "C", "H", "H", "H", "H", "H", "H", "H", "H", "C", "C", "C", "C", "P", "N", "C", "C", "C", "C", "C", "C", "C", "C", "H", "H", "H", "H", "H", "H", "H", "H", "H", "H", "H", "H", "H", "H", "H", "H", "H", "H", "H", "H", "H", "H", "H", "H", "H", "H", "H"], "positions_angstrom": [[0.332, 0.184, -0.998], [2.222, -0.342, -2.170], [0.670, 2.175, -1.355], [0.582, -2.713, -0.824], [-0.248, 3.028, -1.786], [-0.129, -3.127, -1.824], [1.912, 2.965, -1.164], [1.372, 4.375, -0.987], [2.741, 2.919, -2.433], [2.672, 2.384, 0.004], [2.139, 3.246, -3.293], [3.074, 1.890, -2.599], [3.600, 3.593, -2.318], [2.018, 2.350, 0.883], [3.547, 3.012, 0.222], [2.983, 1.358, -0.246], [1.630, -3.729, -0.571], [1.461, -4.708, -1.732], [1.367, -4.396, 0.764], [3.001, -3.091, -0.590], [3.163, -2.590, -1.547], [3.766, -3.867, -0.459], [3.099, -2.357, 0.217], [0.407, -4.923, 0.735], [1.351, -3.646, 1.565], [2.168, -5.128, 0.967], [0.285, -4.232, -2.452], [1.237, -5.735, -1.423], [2.309, -4.714, -2.427], [0.035, 4.311, -1.669], [1.945, 5.181, -1.468], [1.168, 4.637, 0.060], [-1.505, 2.572, -2.411], [-1.377, -2.469, -2.321], [-1.026, -1.194, -3.007], [-2.010, -2.290, -1.438], [-1.893, -3.167, -2.993], [-1.267, 0.061, -2.351], [-1.135, 1.285, -3.075], [-1.642, 0.078, -1.286], [-0.630, 1.254, -4.371], [-0.322, 0.024, -4.961], [-0.402, 2.518, -5.151], [-0.575, -1.193, -4.329], [0.069, 0.016, -5.982], [-0.371, -2.475, -5.092], [0.048, -2.240, -6.078], [-1.329, -2.998, -5.232], [0.309, -3.167, -4.574], [-1.316, 3.119, -5.236], [-0.075, 2.261, -6.166], [0.376, 3.161, -4.713], [-1.867, 3.336, -3.107], [-2.248, 2.422, -1.612], [-3.063, -0.901, 1.150], [-2.081, -1.021, 2.328], [-2.890, -0.898, 3.634], [-1.424, -2.406, 2.212], [-0.695, 0.239, 2.227], [-0.154, 0.141, 0.658], [-1.333, 1.975, 2.554], [-1.544, 2.207, 4.065], [-0.342, 3.006, 1.990], [-2.652, 2.211, 1.808], [0.719, -0.159, 3.403], [1.593, -1.269, 2.801], [1.635, 1.064, 3.593], [0.224, -0.610, 4.795], [-3.797, -1.715, 1.261], [-2.562, -1.026, 0.182], [-3.614, 0.044, 1.134], [-3.587, -1.751, 3.663], [-2.277, -0.947, 4.541], [-3.504, 0.013, 3.674], [-0.782, -2.465, 1.318], [-0.840, -2.688, 3.100], [-2.224, -3.153, 2.099], [-0.618, 2.160, 4.652], [-1.961, 3.218, 4.198], [-2.259, 1.498, 4.502], [-0.114, 2.771, 0.939], [-0.811, 4.004, 2.017], [0.592, 3.077, 2.557], [-2.556, 1.985, 0.735], [-3.495, 1.656, 2.237], [-2.896, 3.281, 1.893], [1.799, -1.105, 1.735], [2.558, -1.267, 3.335], [1.167, -2.268, 2.939], [1.161, 1.892, 4.132], [2.493, 0.748, 4.207], [2.043, 1.423, 2.639], [-0.424, 0.129, 5.284], [-0.287, -1.581, 4.777], [1.113, -0.730, 5.435]], "lowdin_spin": [1.247, 0.006, 0.024, 0.010, 0.065, 0.004, 0.006, 0.001, 0.001, 0.004, 0.000, 0.001, 0.000, 0.001, 0.000, 0.001, 0.001, 0.000, 0.000, 0.001, 0.001, 0.000, 0.000, 0.000, 0.000, 0.000, 0.002, 0.000, 0.000, 0.027, 0.000, 0.000, 0.026, 0.008, 0.069, 0.002, 0.003, 0.122, 0.091, 0.011, 0.022, 0.121, 0.001, 0.020, 0.015, -0.002, 0.001, 0.000, 0.000, 0.000, 0.002, 0.000, 0.003, 0.008, 0.004, 0.003, 0.000, 0.002, 0.027, 0.013, 0.010, 0.003, 0.000, 0.002, -0.001, 0.000, 0.001, 0.000, 0.001, 0.002, 0.001, 0.000, 0.000, 0.000, 0.001, 0.000, 0.000, 0.000, 0.001, 0.000, 0.000, 0.000, 0.000, 0.001, 0.000, 0.001, -0.001, 0.000, 0.000, 0.000, 0.000, 0.000, 0.000, 0.000, 0.000]}

=====

No. 2
{"formula": "C32H55ClP2PbSi2", "method": "wB97M-V/def2-TZVPD", "e_above_lowest_ev": 0.000, "e_lumo_ev": 0.17, "mol_weight_g_mol": 800.57, "total_energy_ha": -3166.98444, "symbols": ["Pb", "C", "C", "C", "Si", "C", "C", "Si", "H", "H", "H", "Cl", "C", "C", "C", "C", "H", "H", "H", "H", "H", "H", "H", "H", "H", "H", "H", "H", "C", "C", "P", "H", "H", "P", "H", "H", "C", "C", "C", "C", "C", "H", "C", "H", "H", "H", "H", "H", "H", "H", "C", "C", "H", "H", "H", "H", "H", "H", "H", "C", "C", "H", "H", "H", "H", "H", "H", "C", "C", "H", "H", "H", "H", "H", "H", "H", "C", "H", "H", "H", "C", "C", "C", "C", "C", "C", "C", "C", "H", "H", "H", "H", "H"], "positions_angstrom": [[-0.811, 0.007, -0.068], [1.783, -0.150, -1.997], [1.197, -1.366, -2.425], [0.259, -0.996, -3.426], [1.753, -3.076, -1.925], [0.261, 0.430, -3.559], [1.201, 0.970, -2.638], [1.756, 2.741, -2.452], [2.687, -0.094, -1.388], [-0.256, -1.735, -4.068], [-0.250, 1.042, -4.322], [-3.113, 0.122, 1.491], [3.622, 2.779, -2.372], [1.127, 3.696, -3.913], [3.619, -3.092, -1.828], [1.145, -4.273, -3.206], [1.691, 3.445, -4.820], [1.291, 4.761, -3.709], [0.066, 3.546, -4.132], [4.021, 2.411, -1.418], [3.960, 3.816, -2.492], [4.091, 2.191, -3.174], [1.682, -4.147, -4.154], [0.075, -4.201, -3.422], [1.356, -5.284, -2.841], [4.094, -2.650, -2.716], [3.962, -4.133, -1.764], [4.009, -2.562, -0.949], [1.011, 3.382, -0.818], [0.995, -3.427, -0.210], [-0.693, 2.884, -0.391], [1.094, 4.480, -0.769], [1.650, 2.964, -0.027], [-0.710, -2.868, 0.114], [1.627, -2.873, 0.499], [1.076, -4.500, 0.036], [-1.146, -3.471, 1.816], [-1.760, -3.859, -1.055], [-1.751, 3.658, -1.710], [-1.119, 3.763, 1.188], [-1.111, 2.776, 2.368], [-2.154, 4.112, 1.021], [-0.235, 4.977, 1.487], [0.815, 4.679, 1.602], [-0.570, 5.396, 2.445], [-0.301, 5.769, 0.726], [-1.967, 2.090, 2.312], [-1.181, 3.344, 3.306], [-0.201, 2.159, 2.402], [-1.290, 3.308, -2.648], [-1.711, 5.186, -1.687], [-3.202, 3.149, -1.659], [-0.717, 5.625, -1.821], [-2.131, 5.598, -0.764], [-2.330, 5.554, -2.514], [-3.275, 2.076, -1.868], [-3.783, 3.677, -2.428], [-3.668, 3.344, -0.685], [-1.293, -3.672, -2.036], [-3.212, -3.349, -1.097], [-1.718, -5.360, -0.771], [-0.724, -5.816, -0.832], [-2.340, -5.862, -1.521], [-2.135, -5.609, 0.210], [-3.286, -2.329, -1.490], [-3.681, -3.372, -0.105], [-3.786, -4.006, -1.764], [-1.170, -2.299, 2.809], [-0.249, -4.600, 2.330], [-2.172, -3.860, 1.694], [0.797, -4.274, 2.406], [-0.297, -5.511, 1.713], [-0.594, -4.851, 3.342], [-0.264, -1.678, 2.748], [-1.263, -2.687, 3.830], [-2.026, -1.642, 2.608], [-4.455, 0.055, 0.147], [-5.527, 0.047, 0.478], [-4.267, -0.913, -0.379], [-4.280, 0.965, -0.474], [0.883, 0.071, 1.201], [1.384, 0.192, 2.338], [1.921, 0.262, 3.612], [1.053, 0.384, 4.740], [1.626, 0.437, 5.996], [3.011, 0.356, 6.133], [3.858, 0.207, 5.038], [3.325, 0.149, 3.760], [-0.041, 0.426, 4.658], [0.994, 0.516, 6.876], [3.436, 0.354, 7.123], [4.935, 0.107, 5.192], [4.014, 0.012, 2.913]], "lowdin_charge": [0.911, -0.241, -0.377, -0.186, 0.493, -0.183, -0.376, 0.492, 0.089, 0.080, 0.078, 0.460, -0.179, -0.181, -0.178, -0.181, 0.042, 0.029, 0.017, 0.031, 0.025, 0.041, 0.043, 0.016, 0.029, 0.042, 0.025, 0.030, -0.405, -0.405, 0.885, 0.038, 0.049, 0.885, 0.047, 0.038, -0.542, -0.541, -0.540, -0.544, -0.149, 0.099, -0.127, 0.078, 0.076, 0.066, -0.009, 0.081, 0.041, 0.079, -0.117, -0.120, 0.070, 0.070, 0.079, 0.056, 0.082, 0.073, 0.079, -0.119, -0.116, 0.071, 0.079, 0.070, 0.055, 0.074, 0.081, -0.151, -0.126, 0.098, 0.078, 0.067, 0.077, 0.041, 0.081, -0.019, -0.316, 0.061, 0.009, 0.008, -0.266, -0.164, -0.259, -0.026, -0.090, -0.094, -0.088, -0.026, 0.119, 0.104, 0.096, 0.107, 0.124]}